[1]
{
  "formula": "C7H12Si",
  "method": "the ωB97M-V functional and the def2-TZVPD basis",
  "homo_lumo_gap_ev": 9.15,
  "total_charge": 0,
  "fmax_ha_per_bohr": 0.0776,
  "de_lowest_kcal_mol": 54.8,
  "total_energy_ha": -563.29831,
  "elements": ["C", "C", "C", "C", "C", "C", "C", "Si", "H", "H", "H", "H", "H", "H", "H", "H", "H", "H", "H", "H"],
  "positions_angstrom": [[-2.2376, 0.0079, 0.0715], [-2.1543, -1.3216, -0.0528], [-1.0181, 0.7791, -0.1395], [0.0688, 0.1085, -0.4950], [-0.8535, -1.9210, -0.3088], [-1.0806, 2.2730, 0.0383], [2.6692, -0.5506, 0.8717], [1.8994, 0.1350, -0.7293], [-3.1542, 0.5218, 0.3193], [-3.0329, -1.9507, 0.0136], [-0.2757, -2.2367, 0.5459], [-0.7023, -2.5016, -1.2031], [-0.7219, 2.5335, 1.0336], [-2.1025, 2.6337, -0.0542], [-0.4567, 2.7784, -0.6933], [2.0170, -1.2937, 1.3223], [3.6322, -1.0189, 0.6947], [2.8261, 0.2401, 1.6006], [2.4032, 1.4998, -0.9659], [2.2744, -0.7159, -1.8694]],
  "forces_ev_per_a": [[-0.33, -0.42, 0.16], [-0.28, 0.14, 0.09], [0.33, 0.17, -0.27], [-1.08, -3.17, 0.12], [1.81, 3.53, -0.42], [0.15, -0.06, 0.07], [-0.10, 0.19, -0.44], [-0.19, -0.33, 0.86], [-0.20, 0.00, 0.00], [-0.15, 0.00, 0.05], [0.02, -0.25, 0.22], [0.00, -0.20, -0.18], [-0.02, 0.12, 0.06], [-0.05, 0.06, -0.05], [0.05, 0.10, -0.01], [-0.11, -0.09, 0.00], [0.18, -0.07, -0.10], [-0.07, 0.14, 0.07], [0.02, 0.18, -0.09], [-0.01, -0.04, -0.14]],
  "mulliken_charge": [-0.57, -0.14, 1.07, -0.29, -0.92, -1.37, -0.97, 0.25, 0.34, 0.36, 0.30, 0.34, 0.29, 0.39, 0.34, 0.26, 0.32, 0.29, -0.16, -0.13]
}



[2]
{
  "formula": "C7H12Si",
  "method": "the ωB97M-V functional and the def2-TZVPD basis",
  "homo_lumo_gap_ev": 8.80,
  "total_charge": 0,
  "fmax_ha_per_bohr": 0.0758,
  "de_lowest_kcal_mol": 56.6,
  "total_energy_ha": -563.29539,
  "elements": ["C", "C", "C", "C", "C", "C", "C", "Si", "H", "H", "H", "H", "H", "H", "H", "H", "H", "H", "H", "H"],
  "positions_angstrom": [[-3.3702, 0.8701, -0.1514], [-1.9480, 1.1258, -0.3201], [-3.5622, -0.4180, 0.1641], [-1.2824, -0.0077, -0.0864], [-2.2364, -1.1076, 0.2416], [3.7891, 0.3898, 0.0099], [2.3509, 0.4422, 0.5244], [1.2134, -0.7167, -0.4522], [-4.1329, 1.6169, -0.2841], [-1.5397, 2.0847, -0.5813], [-4.4963, -0.9164, 0.3507], [-2.0498, -1.5186, 1.2361], [-2.1515, -1.9340, -0.4645], [4.1941, -0.6183, 0.0838], [3.8367, 0.6980, -1.0327], [4.4320, 1.0524, 0.5875], [1.9838, 1.4666, 0.4607], [2.3377, 0.1754, 1.5828], [1.3857, -0.5886, -1.8935], [1.2458, -2.0962, 0.0246]],
  "forces_ev_per_a": [[-0.39, -0.23, 0.05], [0.41, 0.09, 0.03], [-0.12, -0.05, 0.04], [3.64, -1.27, -0.54], [-0.12, 0.24, 0.00], [-0.01, -0.05, -0.03], [-0.12, -0.23, -0.18], [-3.13, 1.89, 1.17], [-0.20, 0.11, 0.02], [0.15, 0.17, -0.10], [-0.23, 0.01, 0.03], [0.02, -0.07, 0.08], [-0.01, -0.12, -0.08], [0.12, -0.06, -0.03], [0.09, 0.01, -0.09], [0.07, 0.01, 0.00], [-0.18, -0.02, -0.05], [-0.19, -0.07, -0.01], [0.14, -0.08, -0.31], [0.05, -0.30, -0.01]],
  "mulliken_charge": [-0.35, -0.43, -0.64, -0.24, -0.33, -1.22, -0.41, 0.43, 0.41, 0.42, 0.40, 0.25, 0.26, 0.34, 0.35, 0.33, 0.31, 0.34, -0.11, -0.10]
}



[3]
{
  "formula": "C7H13B11Br6CaF2N5O3",
  "method": "the ωB97M-V functional and the def2-TZVPD basis",
  "homo_lumo_gap_ev": 3.33,
  "total_charge": 1,
  "fmax_ha_per_bohr": 0.0700,
  "de_lowest_kcal_mol": 116.6,
  "total_energy_ha": -17368.91316,
  "elements": ["Ca", "Br", "B", "B", "C", "B", "B", "B", "B", "B", "Br", "B", "Br", "B", "Br", "B", "Br", "B", "Br", "H", "H", "H", "H", "H", "H", "C", "O", "C", "O", "N", "N", "H", "H", "H", "H", "H", "H", "F", "C", "F", "H", "O", "N", "C", "C", "N", "C", "N"],
  "positions_angstrom": [[0.5544, -0.6322, -0.6940], [2.2701, 1.4663, -0.2157], [1.0918, 2.3404, 1.1197], [1.5119, 3.8130, 2.0261], [0.0114, 4.5684, 2.2982], [0.2409, 3.8532, 0.7749], [-1.3376, 3.8073, 1.6046], [-1.0318, 3.7336, 3.3548], [0.7208, 3.7417, 3.6081], [1.4188, 2.2610, 2.8796], [2.9976, 1.3503, 3.5760], [-0.1830, 2.2128, 3.7391], [-0.4170, 1.2812, 5.4310], [-1.4749, 2.2489, 2.4665], [-3.1589, 1.2879, 2.6572], [-0.6719, 2.3375, 0.8724], [-1.4454, 1.4267, -0.7099], [0.0506, 1.3416, 2.1765], [0.0741, -0.6343, 2.0331], [2.4874, 4.4523, 1.8917], [0.0022, 5.6460, 2.3509], [0.3890, 4.4968, -0.1984], [-2.2293, 4.4431, 1.1796], [-1.7237, 4.3270, 4.0950], [1.1733, 4.3285, 4.5182], [-3.0075, -4.4594, -2.3483], [-2.3906, -3.1620, -2.3159], [-1.3823, -2.8990, -1.5156], [-0.9441, -1.7398, -1.4847], [-0.8871, -3.8671, -0.7404], [0.1685, -3.5511, 0.1164], [-3.8432, -4.3550, -3.0315], [-3.3827, -4.7373, -1.3629], [-2.3202, -5.2136, -2.7347], [-1.1980, -4.8208, -0.8351], [0.9772, -4.1189, -0.1055], [-0.1119, -3.7204, 1.0767], [0.3266, -0.9165, -3.9485], [-0.3013, 0.1279, -3.8097], [0.3983, 1.0212, -3.3233], [-1.0624, 0.3988, -4.5529], [2.0828, -1.6146, -1.6603], [1.7847, -2.7813, -2.1076], [2.4047, -3.3919, -3.0605], [3.5463, -2.8686, -3.7566], [4.4697, -2.4293, -4.2804], [1.8975, -4.6836, -3.4080], [1.4539, -5.7169, -3.6460]],
  "forces_ev_per_a": [[0.83, 0.86, 2.45], [0.60, 0.76, 0.13], [-0.24, 0.15, 0.33], [0.02, -0.08, -0.17], [0.06, -0.52, -0.03], [0.00, -0.05, -0.02], [0.00, -0.13, -0.04], [-0.04, -0.21, -0.12], [0.04, -0.28, -0.09], [-0.04, -0.11, 0.16], [-0.21, 0.13, -0.12], [0.04, -0.08, -0.24], [0.02, 0.07, -0.29], [0.06, -0.08, 0.03], [0.09, 0.12, 0.01], [0.41, 0.26, 0.56], [-0.57, 0.33, -0.20], [-0.07, 0.48, 0.09], [-0.10, 0.15, 0.73], [0.09, 0.01, -0.08], [0.00, 0.00, -0.06], [-0.02, 0.03, -0.08], [-0.10, -0.02, -0.05], [-0.08, 0.00, 0.03], [0.07, 0.04, 0.04], [-0.11, -0.24, -0.04], [0.16, 0.19, -0.11], [-0.31, -0.49, 0.06], [-1.84, -0.85, -1.47], [0.01, 0.10, -0.01], [-0.05, 0.18, 0.36], [0.01, -0.02, 0.02], [0.03, 0.07, 0.01], [0.05, 0.07, 0.01], [-0.03, -0.03, 0.00], [0.07, 0.09, -0.16], [-0.07, -0.07, -0.01], [-0.59, -1.63, 0.32], [2.18, 0.92, -2.71], [-0.51, 0.90, 1.11], [-1.11, -0.26, 0.94], [1.98, -0.11, -1.52], [-1.28, -1.38, 0.24], [0.65, 0.73, -0.07], [0.23, 0.15, 0.04], [-0.12, 0.04, -0.04], [-0.17, -0.26, 0.08], [-0.04, 0.09, -0.01]],
  "mulliken_charge": [0.42, -0.54, 0.69, 0.08, -0.50, 0.68, 0.58, 0.64, 0.50, 1.02, -0.32, -0.79, -0.34, 0.84, -0.33, 1.22, -0.52, -1.27, -0.39, -0.25, 0.71, -0.29, -0.26, -0.24, -0.24, -0.90, -0.32, 0.35, -0.33, 0.10, -0.56, 0.24, 0.38, 0.37, 0.21, 0.25, 0.28, 0.08, 0.51, 0.05, 0.28, -1.11, 0.30, 0.53, 0.12, -0.40, -0.10, -0.45]
}



[4]
{
  "formula": "C7H13BClN4O3S",
  "method": "the ωB97M-V functional and the def2-TZVPD basis",
  "homo_lumo_gap_ev": 9.29,
  "total_charge": 1,
  "fmax_ha_per_bohr": 0.2275,
  "total_energy_ha": -1602.07827,
  "elements": ["N", "C", "O", "C", "O", "C", "Cl", "C", "N", "S", "C", "B", "N", "O", "H", "H", "H", "H", "H", "H", "H", "H", "H", "H", "C", "C", "N", "H", "H", "H"],
  "positions_angstrom": [[2.6396, 4.4911, -1.6674], [1.7904, 3.5590, -2.0113], [1.2452, 2.2099, -2.3672], [1.0322, 1.5490, -1.0366], [-0.3809, 1.7755, -0.6986], [-0.9914, 0.6193, -0.0244], [-2.4155, 1.2161, 1.0597], [0.0584, -0.2153, 0.9224], [1.0340, -0.9128, -0.0255], [2.4307, -1.5678, 0.8659], [1.4719, -0.0228, -1.1872], [1.0900, -0.6811, -2.6810], [2.1661, -0.8648, -3.7347], [-0.2969, -1.1361, -3.0352], [1.7941, 2.0664, -0.2999], [-1.4864, -0.0399, -0.8874], [-0.5894, -0.9897, 1.5584], [0.6268, 0.5450, 1.6367], [0.5203, -1.7490, -0.4364], [3.5222, -1.7318, -0.0131], [2.6652, -0.0364, -1.1565], [2.8251, -1.6424, -3.5122], [2.6527, 0.0236, -3.9849], [-0.1492, -1.7084, -3.8687], [-4.1366, -0.7461, 4.8341], [-3.3409, -0.8884, 3.6033], [-2.7122, -1.0011, 2.6309], [-3.8006, -1.4363, 5.6151], [-4.0673, 0.2665, 5.2456], [-5.1975, -0.9509, 4.6559]],
  "forces_ev_per_a": [[-7.86, -8.11, -3.06], [6.28, 3.50, 1.52], [1.40, 3.49, 3.16], [0.13, 0.18, 0.61], [1.93, -2.00, 0.76], [-0.71, -0.48, -0.57], [2.26, 0.00, -1.94], [-1.87, 1.27, 1.13], [-0.56, -0.56, -1.11], [0.91, -0.49, 1.03], [1.52, 1.21, -1.47], [-1.83, -0.88, -2.21], [-0.77, 0.27, 1.57], [4.53, -0.16, 0.23], [-1.89, -0.94, -1.19], [1.07, 1.17, 2.12], [1.57, 1.59, -1.42], [-1.06, -1.77, -1.64], [0.53, 1.28, 0.57], [-1.66, 0.44, 0.07], [-2.76, 0.35, -0.10], [-0.50, 1.11, -0.47], [-0.23, -1.20, 0.36], [-0.49, 1.46, 1.58], [-0.15, 0.07, 0.19], [0.67, -0.22, -1.02], [-0.95, -0.50, 2.07], [0.11, 0.04, -0.32], [0.12, -0.13, -0.26], [0.26, -0.01, -0.21]],
  "mulliken_charge": [-0.38, 0.42, -0.28, 0.06, -0.38, 0.08, -0.14, -0.78, 0.11, -0.05, -0.33, 0.45, -0.58, -0.53, 0.35, 0.25, 0.60, 0.32, 0.55, 0.23, 0.19, 0.25, 0.30, 0.32, -0.84, 0.42, -0.43, 0.28, 0.27, 0.29]
}



[5]
{
  "formula": "C7H13Cl",
  "method": "the ωB97M-V functional and the def2-TZVPD basis",
  "homo_lumo_gap_ev": [6.08, 7.28],
  "total_charge": 0,
  "multiplicity": 3,
  "fmax_ha_per_bohr": 0.2869,
  "de_lowest_kcal_mol": 59.6,
  "total_energy_ha": -734.41024,
  "elements": ["C", "C", "C", "C", "C", "C", "C", "Cl", "H", "H", "H", "H", "H", "H", "H", "H", "H", "H", "H", "H", "H"],
  "positions_angstrom": [[-2.8799, 0.7665, 0.4187], [-1.9306, 0.6541, -0.4428], [0.7874, 0.9297, 1.4674], [2.0996, -0.8532, 0.4014], [-0.3967, -1.0121, -1.6411], [0.9377, 0.1216, 0.1849], [-0.3988, -0.4782, -0.2877], [-1.1259, -1.6799, 0.9079], [-3.8159, 1.3768, 0.0788], [-2.8654, 0.3741, 1.4891], [-1.9822, 1.0116, -1.4252], [1.7575, 1.1582, 1.7471], [0.1527, 0.5037, 2.2040], [0.4493, 1.9325, 1.1174], [3.0017, -0.3524, 0.1305], [1.9969, -1.6530, -0.4632], [2.1428, -1.3863, 1.2580], [-0.1998, -0.2499, -2.2837], [-1.2828, -1.5332, -2.0627], [0.4503, -1.7853, -1.7523], [0.9399, 0.8388, -0.6194]],
  "forces_ev_per_a": [[-10.87, 1.52, 9.15], [12.85, -2.74, -6.72], [-1.18, 1.82, -2.55], [-1.30, -0.43, -6.63], [0.96, -4.54, -0.36], [-2.05, -0.51, 1.33], [-4.45, 1.39, 1.79], [0.63, 0.05, -0.36], [1.69, -1.27, 1.04], [-0.01, 0.74, -1.76], [-0.02, 0.23, -1.28], [1.90, 0.11, 1.42], [-0.30, -0.35, 0.72], [-0.56, -0.54, 0.74], [0.85, 0.36, 0.35], [0.44, 1.19, 1.68], [-0.13, -1.17, 3.03], [0.79, 2.34, -2.01], [0.21, 0.44, 0.96], [-1.05, 1.06, 0.01], [1.60, 0.33, -0.54]],
  "mulliken_charge": [-0.63, -0.48, -1.44, -1.38, -1.63, 0.70, 0.49, -0.21, 0.26, 0.30, 0.40, 0.51, 0.33, 0.34, 0.42, 0.25, 0.40, 0.46, 0.39, 0.30, 0.25]
}